Molecular formula: C20H29Br42IN5O3P2S
Method: DFT, wB97M-V/def2-TZVPD

For the HOMO-LUMO gap, the calculation gives 7.0 eV. The charge is +1. As for the molar mass: 3964.37 g/mol. The strongest force on any atom is 2.342 eV/A. For the energy, the calculation gives -110765.845948 hartree. The value obtained for the HOMO energy is -0.4135 Ha.

Each line ends with the Löwdin charge.
Cartesian coordinates (Å):
I 2.891216 0.519150 -0.587253  0.513
Br -1.077087 -6.410041 -0.216635  0.557
Br 1.122965 11.738384 3.318061  0.598
Br 0.204982 13.007607 -3.871696  0.561
Br -5.177136 1.081272 0.435725  0.595
Br -4.128719 1.526409 6.780682  0.559
Br 5.705590 5.180040 -0.295574  0.569
Br -4.546356 -8.866618 -0.771005  0.553
Br 9.710090 0.893219 -1.349411  0.566
Br 1.871600 7.568434 -2.445047  0.584
Br -9.990573 0.262654 -0.255734  0.587
Br -2.440733 2.213942 1.591010  0.566
Br 5.005136 9.137570 4.292213  0.547
Br -1.246373 -8.426438 2.243971  0.596
Br -4.886669 -1.579829 6.604515  0.523
Br 1.997133 6.945589 0.678560  0.562
Br 2.962072 13.238645 -2.316174  0.539
Br 1.005675 11.462482 0.143115  0.588
Br -0.647740 -4.234339 4.379247  0.588
Br 9.565596 -2.194867 -2.096872  0.562
Br -1.735157 -6.630020 6.161751  0.597
Br 5.799080 -7.352330 -1.664358  0.578
Br -2.777637 -14.011202 0.167963  0.557
Br -8.273760 2.886128 0.261264  0.554
Br 0.898901 15.652735 -2.245486  0.582
Br 4.375179 8.524134 -0.726512  0.559
Br -7.759897 1.146118 -2.346129  0.542
Br -3.211674 -5.936715 2.104465  0.568
Br 6.468203 2.267934 -1.309078  0.497
Br -4.935624 -10.864723 1.669141  0.551
Br -2.058110 -3.623573 7.154707  0.571
Br 6.401675 11.982803 4.675329  0.566
Br 3.797501 11.876177 1.603179  0.554
Br -5.935897 -14.336585 0.014185  0.564
Br -4.442625 -14.663378 2.797668  0.561
Br 5.087620 -5.501697 0.823262  0.568
Br 7.016693 -4.423769 -1.459713  0.520
Br -5.736986 0.138054 9.143021  0.598
Br 7.995274 3.521295 1.181093  0.599
Br 3.980919 11.127008 6.553805  0.571
Br -7.368360 -9.059914 0.688621  0.584
Br -4.147939 0.175656 3.335577  0.555
Br 7.861462 -0.078592 -3.753050  0.537
S 3.856060 -2.687054 -2.377044  0.355
P 1.977100 -2.570075 -2.602259  0.108
P 3.621245 0.552238 -2.923787  0.509
O 1.374518 -3.795070 -3.367634  -0.146
O 1.116926 -2.465342 -1.298459  -0.176
O 3.464777 2.088310 -3.303999  -0.377
N 0.393184 -0.009189 -5.080635  0.149
N 1.446463 0.655836 -4.648743  0.086
N 1.465630 -1.255252 -3.651061  -0.046
N 2.089274 -0.054896 -3.791598  -0.267
N -3.652722 -2.805205 -1.201554  0.020
C 1.601492 14.193763 -3.279350  -1.644
C -4.323071 -14.899578 0.891880  -1.647
C 5.496148 10.521964 5.539075  -1.639
C -3.008092 -0.564515 -1.897081  -0.218
C -4.210223 1.578898 2.022061  -1.595
C -1.709783 -2.077417 -3.467437  -0.152
C -1.463133 -6.613957 1.657868  -1.641
C 2.032416 11.132461 1.740082  -1.625
C -1.771964 -0.706163 -2.791842  -0.211
C -3.005166 -1.552711 -0.745880  -0.282
C -1.986559 -4.799773 5.642774  -1.645
C 2.486422 8.169232 -0.726350  -1.648
C 6.336872 3.439063 0.213107  -1.622
C -9.068883 1.742285 -1.060286  -1.636
C 6.420240 -5.969316 -0.482668  -1.635
C -4.434619 -0.104506 7.755074  -1.636
C 9.487703 -0.391116 -2.757642  -1.612
C 0.376218 -1.183514 -4.458252  -0.289
C -0.693361 -2.161408 -4.656776  -0.088
C -5.460532 -9.189994 0.890602  -1.652
H 5.599423 3.015969 0.878694  -0.034
H -1.221571 -1.913444 -5.565812  0.131
H -9.800279 2.326655 -1.597138  -0.029
H 10.308495 -0.265221 -3.447100  -0.026
H 1.989368 9.103601 -0.514369  -0.126
H -4.203252 -15.955384 0.704058  -0.031
H -3.654701 -3.458714 -0.429823  0.050
H -1.348318 -2.776885 -2.724218  0.097
H -0.322400 -3.167509 -4.761825  0.108
H -2.939370 -4.738783 5.137285  -0.048
H -2.005208 -1.742586 -0.363022  0.109
H -3.879867 -0.689025 -2.530935  0.117
H 2.061332 14.614213 -4.160321  -0.031
H 2.580601 2.422210 -3.085325  0.060
H -3.590570 -1.144770 0.073638  0.041
H 0.495338 -1.720672 -1.308000  0.046
H -2.700994 -2.347986 -3.793634  0.118
H -2.984551 0.449594 -1.512568  0.075
H -4.747172 2.403450 2.466925  -0.026
H -0.914606 -0.559558 -2.128045  0.091
H 6.194577 10.084290 6.235394  -0.033
H -0.750146 -6.010036 2.197855  -0.097
H -5.157678 -8.410685 1.574195  -0.070
H -1.823455 0.093552 -3.522871  0.113
H -3.500682 -0.365489 8.229995  -0.034
H 2.144978 10.060914 1.831324  -0.054
H 2.064928 -4.469451 -3.429630  0.096
H 7.272545 -6.360270 0.051979  -0.027
H -4.620855 -2.574788 -1.381294  0.072

Atomic forces in eV per Å
I -0.4 0.1 -0.2
Br -0.1 0.0 0.0
Br 0.0 0.0 0.0
Br 0.0 0.0 0.0
Br 0.0 0.0 0.1
Br 0.0 0.0 0.1
Br 0.0 0.0 0.0
Br 0.0 0.0 0.0
Br 0.2 -0.1 0.0
Br 0.0 0.0 0.0
Br 0.0 0.0 0.0
Br 0.0 0.0 0.0
Br 0.0 0.0 0.0
Br -0.1 0.0 -0.1
Br -0.3 0.2 -0.1
Br 0.0 0.0 0.0
Br 0.1 0.1 -0.1
Br -0.2 0.0 0.1
Br 0.1 0.1 0.0
Br 0.0 0.1 0.0
Br 0.0 0.0 0.0
Br 0.0 0.0 0.0
Br 0.0 0.0 0.0
Br -0.2 0.1 0.0
Br 0.0 0.0 0.0
Br 0.0 0.0 0.0
Br 0.0 0.0 0.0
Br -0.1 0.0 -0.1
Br -0.1 0.0 -0.1
Br 0.0 0.0 0.0
Br 0.3 -0.2 0.1
Br 0.0 0.0 0.0
Br 0.0 0.1 0.0
Br 0.0 0.0 0.0
Br 0.0 0.0 0.0
Br 0.0 0.0 0.0
Br 0.0 0.0 0.0
Br 0.0 0.0 0.0
Br 0.0 0.0 -0.1
Br 0.0 0.0 0.0
Br 0.0 0.0 0.0
Br 0.0 0.0 -0.2
Br 0.0 0.0 0.0
S -0.1 0.3 -0.1
P 2.0 -1.0 0.8
P 1.7 0.0 0.3
O -0.5 -0.1 -0.3
O -0.6 0.8 -0.4
O -0.7 -0.4 -0.1
N 0.4 0.3 0.1
N -0.2 0.0 0.1
N -1.0 0.2 -0.2
N -0.6 -0.4 0.2
N 0.6 0.2 0.2
C 0.0 0.0 0.0
C 0.0 0.1 0.0
C 0.0 0.0 0.0
C 1.2 0.1 0.0
C 0.0 -0.1 0.0
C 1.1 0.4 0.2
C 0.0 -0.1 0.0
C 0.0 -0.1 0.1
C -0.8 -0.3 0.0
C -1.3 -0.3 -0.2
C -0.1 -0.1 0.0
C 0.1 -0.1 0.0
C -0.1 0.1 0.0
C 0.0 -0.1 0.1
C -0.1 0.0 -0.1
C 0.1 0.0 0.1
C 0.0 0.0 0.1
C 0.6 0.1 -0.5
C -1.0 -0.1 0.4
C 0.0 0.0 0.1
H 0.0 0.0 0.0
H 0.1 0.3 -0.3
H 0.0 0.0 0.0
H 0.0 0.0 -0.1
H -0.1 0.1 -0.1
H 0.0 0.0 0.0
H -0.1 -0.3 0.0
H -0.4 -0.5 0.2
H 0.2 -0.2 0.0
H 0.0 0.0 0.0
H 0.3 -0.2 -0.1
H -0.4 0.0 0.1
H 0.0 0.0 0.0
H 0.1 0.6 -0.1
H 0.2 0.3 0.3
H -0.2 -0.1 0.4
H -0.1 -0.4 -0.1
H -0.3 0.2 0.1
H 0.0 0.1 0.0
H 0.3 0.3 -0.2
H 0.0 0.0 0.0
H 0.0 0.0 0.0
H 0.0 0.0 0.0
H 0.3 0.2 -0.2
H 0.0 0.0 0.0
H 0.0 0.0 0.0
H 0.0 -0.3 -0.2
H 0.0 0.0 0.0
H -0.2 -0.1 0.0

***

Molecular formula: C11H15N
Method: DFT, wB97M-V/def2-TZVPD

For the HOMO-LUMO gap, the calculation gives 9.1 eV. As for the SMILES: Cc1c[nH]c2ccccc12.CC. As for the molar mass: 161.25 g/mol. The strongest force on any atom is 3.465 eV/A. For the energy, the calculation gives -482.880602 hartree. The value obtained for the HOMO energy is -0.3027 Ha.

Each line ends with the Löwdin charge.
Cartesian coordinates (Å):
N 1.921433 -0.158479 1.479542  0.074
C 0.553002 -1.292328 -2.264977  -0.088
C 0.986814 -2.319873 -1.389206  -0.100
C 0.523603 0.037380 -1.866141  -0.039
C 0.812161 2.866886 -0.478663  -0.048
C 1.009504 0.308832 -0.582436  -0.168
C 1.544475 -2.040868 -0.171947  -0.015
C 1.514060 -0.678083 0.238170  -0.240
C 1.140276 1.590426 0.211820  -0.218
C -1.993744 -0.028488 0.667326  -0.159
C 1.534601 1.214822 1.419832  -0.081
C -3.074460 -0.983780 1.176687  -0.162
H -3.777343 -1.297082 0.388611  0.065
H -2.306795 0.991065 0.966615  0.071
H -1.687529 0.000570 -0.374209  0.052
H 1.637825 1.819090 2.310078  0.118
H 0.124219 -1.606606 -3.205555  0.093
H -1.063633 -0.129749 1.241768  0.052
H 0.293950 0.954026 -2.406576  0.103
H 0.761265 -3.314445 -1.761619  0.099
H 0.204840 2.783431 -1.390265  0.070
H -3.676642 -0.447750 1.914478  0.055
H 1.631795 -0.668336 2.305327  0.137
H 0.339317 3.623881 0.139336  0.073
H -2.656852 -1.834192 1.735726  0.062
H 1.972796 -2.752791 0.519485  0.106
H 1.731060 3.362435 -0.823203  0.085

Atomic forces in eV per Å
N -1.1 0.9 -0.7
C -0.7 0.3 0.3
C -0.5 0.2 -1.1
C 1.2 0.1 0.7
C 0.5 1.2 0.0
C 0.8 1.4 1.0
C 0.0 1.4 1.0
C 0.2 -2.0 0.0
C -1.4 -1.6 -2.7
C 0.3 1.2 1.3
C 0.9 -0.2 1.4
C -0.2 0.0 0.0
H 0.4 -0.2 0.3
H 0.1 -0.2 -0.6
H -0.4 -0.4 -0.1
H 0.1 0.0 0.0
H 0.1 0.1 -0.2
H -0.1 -0.3 -0.1
H -0.4 -0.7 -0.7
H 0.6 -0.1 0.3
H 0.0 -0.4 0.5
H -0.1 -0.1 0.0
H 0.3 0.0 -0.1
H -0.2 -0.1 0.3
H -0.2 0.0 -0.6
H -0.2 -0.4 -0.2
H 0.0 -0.2 0.0

***

Molecular formula: C5H6O2
Method: DFT, wB97M-V/def2-TZVPD

For the HOMO-LUMO gap, the calculation gives 11.1 eV. As for the molar mass: 98.10 g/mol. The strongest force on any atom is 5.044 eV/A. For the energy, the calculation gives -344.491909 hartree. The value obtained for the HOMO energy is -0.3720 Ha.

Each line ends with the Löwdin charge.
Cartesian coordinates (Å):
O 1.868882 0.337476 -0.531600  0.105
O 0.668771 2.077511 0.243801  0.170
C -1.225288 -0.441539 0.176595  -0.140
C -1.674223 0.650689 -0.422742  -0.001
C 0.140575 -0.207409 0.711548  -0.137
C 1.365100 -0.895537 -0.166309  -0.098
C 0.940364 0.961743 0.138801  -0.574
H -2.680163 0.635938 -1.103571  0.115
H -1.839195 -1.489370 0.159031  0.160
H 2.294279 -1.387409 0.311479  0.151
H 0.386599 -0.309156 1.717756  0.119
H 0.945184 -1.544943 -0.837128  0.083
H -1.190890 1.612008 -0.397655  0.048

Atomic forces in eV per Å
O 1.1 1.2 -2.0
O 0.6 4.5 0.0
C -1.0 -1.0 -0.4
C -4.3 -0.4 -2.6
C 3.6 -2.2 -2.2
C 1.3 -2.2 4.3
C -2.8 -1.2 1.3
H 2.4 -0.1 2.0
H 1.9 2.7 0.2
H -2.0 0.1 -0.1
H -0.2 -0.3 2.0
H -0.7 -1.1 -2.6
H 0.0 -0.1 0.0

***

Q: Look up the HOMO-LUMO gap of the second one.
A: 9.1 eV

***

Q: Which value of HOMO-LUMO gap does entry 3 give?
A: 11.1 eV

***

Q: Which formula does entry 2 have?
A: C11H15N

***

Q: Which of these has the highest strongest force on any atom?
A: C5H6O2